# C9H24BrLiO3

A molecular structure, C9H24BrLiO3 in a non-equilibrium geometry (ωB97M-V/def2-TZVPD, the Open Molecules 2025 dataset).

Last column: Löwdin charge in e.
Cartesian coordinates (Å):
Li (2.655, 2.856, 0.242)  0.69
Br (1.293, 0.635, 0.315)  -0.06
C (-1.641, -1.471, 2.896)  -0.08
C (-0.340, -2.059, 3.361)  -0.46
C (0.283, -3.058, 2.374)  -0.05
O (0.559, -0.918, 3.472)  -0.11
H (-1.603, -0.936, 1.949)  0.06
H (-2.107, -0.893, 3.692)  0.08
H (-2.330, -2.312, 2.701)  0.08
H (-0.542, -2.482, 4.346)  0.13
H (0.837, -2.602, 1.557)  0.07
H (-0.535, -3.667, 1.984)  0.07
H (0.964, -3.681, 2.956)  0.07
H (0.716, -0.554, 2.593)  -0.05
C (-3.195, 2.933, -0.815)  -0.07
C (-2.410, 2.403, 0.370)  -0.48
C (-3.081, 2.625, 1.723)  -0.05
O (-2.095, 0.985, 0.295)  -0.12
H (-3.149, 4.027, -0.802)  0.08
H (-4.221, 2.578, -0.900)  0.08
H (-2.697, 2.737, -1.770)  0.08
H (-1.406, 2.825, 0.247)  0.11
H (-3.086, 3.716, 1.857)  0.08
H (-2.367, 2.397, 2.523)  0.07
H (-3.980, 2.064, 1.946)  0.08
H (-1.131, 0.927, 0.334)  -0.08
C (3.997, -1.009, -2.565)  -0.07
C (2.631, -0.523, -3.061)  -0.50
C (2.461, -0.666, -4.571)  -0.07
O (1.625, -1.353, -2.469)  -0.10
H (4.253, -2.059, -2.693)  0.08
H (4.201, -0.845, -1.502)  0.06
H (4.734, -0.384, -3.086)  0.07
H (2.433, 0.510, -2.771)  0.11
H (3.195, -0.278, -5.283)  0.07
H (1.665, 0.041, -4.854)  0.07
H (2.086, -1.628, -4.913)  0.08
H (1.326, -0.879, -1.678)  -0.05

Cartesian forces, eV/Å:
Li -0.64 -1.06 0.07
Br 0.65 1.08 -0.02
C -1.41 -1.37 -0.31
C 0.74 1.90 -1.60
C -0.68 -0.43 1.13
O 0.24 -0.58 1.26
H 0.27 0.29 0.15
H 0.14 0.35 -0.16
H -0.04 0.20 0.08
H 0.68 -0.01 0.07
H -0.16 0.27 0.00
H 0.28 -0.24 -0.18
H 0.11 -0.17 -0.32
H -0.15 -0.16 -0.11
C 0.30 0.19 -0.64
C 0.42 -1.70 -0.03
C 2.10 1.44 0.37
O -0.62 0.29 -0.50
H -0.48 0.03 0.41
H -0.04 0.05 0.22
H 0.07 -0.54 0.17
H -0.23 0.83 0.75
H -1.18 -0.05 -0.01
H 0.03 -0.61 -0.20
H -0.32 0.26 -0.49
H -0.08 -0.22 -0.08
C 0.83 1.15 0.10
C 0.39 -1.85 0.08
C -1.26 1.46 -0.96
O -0.26 0.54 0.02
H -0.50 -0.05 -0.59
H -0.55 0.25 0.06
H 0.24 -0.32 -0.02
H 0.32 0.13 0.04
H 0.86 -0.46 0.68
H -0.38 -0.34 0.25
H 0.36 -0.26 0.36
H -0.03 -0.28 -0.03

As for the LUMO energy: -0.0670 hartree. As for the highest occupied orbital energy: -9.23 eV.

***

# C5H8ClNSSi

2 unconnected molecules or ions with the total composition C5H8ClNSSi in a non-equilibrium geometry (ωB97M-V/def2-TZVPD, the Open Molecules 2025 dataset).

Last column: Löwdin charge in e.
Cartesian coordinates (Å):
C (-3.009, -1.118, 0.651)  -0.26
C (-3.738, -0.404, -0.258)  -0.39
C (-1.483, 0.377, 0.193)  -0.73
C (1.370, 0.445, 1.503)  -0.23
C (1.736, 0.853, -1.908)  -0.12
N (-1.753, -0.692, 0.832)  -0.03
Si (0.199, 1.263, 0.202)  0.30
S (-2.840, 0.997, -0.737)  0.96
Cl (-0.108, 3.244, 0.436)  0.32
H (-3.352, -2.033, 1.046)  0.09
H (-4.653, -0.809, -0.733)  0.08
H (1.825, 1.167, 2.216)  0.03
H (0.928, -0.333, 2.133)  0.01
H (2.093, -0.086, 0.777)  0.04
H (2.760, 0.774, -1.478)  -0.03
H (1.424, -0.030, -2.518)  -0.02
H (2.021, 1.736, -2.519)  -0.03

Cartesian forces, eV/Å:
C -0.83 0.28 -1.60
C -0.32 -0.18 -0.22
C 0.31 2.09 -1.05
C 0.31 -0.16 -1.23
C -0.03 0.81 1.37
N 1.15 -0.84 1.41
Si 2.27 -2.05 -1.29
S -0.12 -1.04 -0.02
Cl -0.10 0.51 0.00
H -0.15 -0.83 0.60
H 0.51 0.96 0.53
H 0.09 -0.36 -0.89
H -0.37 0.11 -0.33
H -0.62 0.99 1.56
H -0.85 -0.96 0.47
H 0.22 0.85 0.72
H -1.46 -0.18 -0.01

As for the LUMO energy: 0.0040 hartree. As for the highest occupied orbital energy: -8.93 eV.

***

# C32H34BCl3N3O3Ru

A molecular structure, C32H34BCl3N3O3Ru in a non-equilibrium geometry (ωB97M-V/def2-TZVPD, the Open Molecules 2025 dataset).

Last column: Löwdin charge in e.
Cartesian coordinates (Å):
Ru (-1.047, -0.092, 0.883)  1.31
C (-1.890, -1.376, -1.941)  -0.08
N (-2.430, -0.513, -0.883)  -0.28
C (-2.779, 0.798, -1.453)  -0.05
C (-3.605, -1.119, -0.273)  -0.20
C (-4.571, -1.730, -1.050)  -0.01
C (-5.669, -2.349, -0.473)  -0.04
C (-5.779, -2.373, 0.905)  -0.05
C (-4.852, -1.729, 1.696)  0.01
C (-3.757, -1.044, 1.139)  -0.21
N (-2.812, -0.302, 1.784)  -0.02
C (-2.860, 0.312, 3.006)  -0.18
C (-3.694, -0.018, 4.090)  0.01
C (-3.781, 0.781, 5.210)  -0.05
C (-3.037, 1.945, 5.307)  -0.04
C (-2.147, 2.253, 4.291)  0.00
C (-2.019, 1.448, 3.175)  -0.18
N (-1.040, 1.775, 2.159)  -0.26
C (0.268, 2.053, 2.751)  -0.05
C (-1.476, 2.898, 1.325)  -0.05
H (-2.526, -1.370, -2.831)  0.10
H (-1.806, -2.399, -1.582)  0.06
H (-0.900, -1.030, -2.228)  0.08
H (-3.449, 0.682, -2.313)  0.10
H (-1.872, 1.307, -1.785)  0.10
H (-3.295, 1.403, -0.705)  0.09
H (-4.481, -1.723, -2.124)  0.12
H (-6.419, -2.814, -1.092)  0.12
H (-6.595, -2.893, 1.381)  0.12
H (-4.981, -1.785, 2.759)  0.09
H (-4.273, -0.922, 4.084)  0.09
H (-4.441, 0.490, 6.011)  0.12
H (-3.130, 2.594, 6.164)  0.12
H (-1.549, 3.147, 4.365)  0.12
H (0.274, 2.989, 3.319)  0.10
H (1.003, 2.133, 1.953)  0.09
H (0.552, 1.230, 3.405)  0.08
H (-1.456, 3.842, 1.883)  0.11
H (-2.500, 2.732, 0.982)  0.09
H (-0.804, 2.986, 0.470)  0.09
Cl (2.696, -6.111, 3.134)  0.71
C (1.872, -4.611, 3.043)  -0.68
C (0.900, -4.422, 2.067)  -0.12
C (0.320, -3.181, 1.952)  -0.54
Cl (-0.823, -2.845, 0.720)  0.87
C (0.645, -2.074, 2.782)  -0.47
O (0.145, -0.913, 2.614)  -0.17
C (1.591, -2.353, 3.810)  -0.58
Cl (1.980, -1.084, 4.898)  0.74
C (2.200, -3.583, 3.922)  -0.12
H (0.621, -5.232, 1.414)  0.11
H (2.935, -3.740, 4.694)  0.11
C (3.749, 1.143, -5.851)  -0.04
C (4.656, 1.044, -4.617)  -0.56
C (5.772, 2.080, -4.761)  -0.06
C (5.307, -0.347, -4.555)  -0.04
C (3.805, 1.243, -3.376)  -0.17
C (4.004, 2.297, -2.482)  -0.01
C (3.236, 2.471, -1.342)  0.03
C (2.250, 1.537, -1.101)  -0.20
O (1.357, 1.425, -0.078)  0.09
B (0.601, 0.278, -0.327)  -0.59
O (1.013, -0.289, -1.524)  0.12
C (2.037, 0.480, -1.991)  -0.18
C (2.786, 0.323, -3.131)  0.06
H (4.338, 1.005, -6.754)  0.09
H (3.279, 2.123, -5.891)  0.09
H (2.967, 0.388, -5.834)  0.08
H (6.336, 1.871, -5.668)  0.09
H (6.461, 2.036, -3.921)  0.09
H (5.368, 3.086, -4.845)  0.09
H (5.930, -0.501, -5.432)  0.09
H (4.564, -1.138, -4.523)  0.07
H (5.932, -0.429, -3.668)  0.09
H (4.788, 3.010, -2.671)  0.10
H (3.416, 3.295, -0.671)  0.12
H (2.588, -0.498, -3.799)  0.12

Cartesian forces, eV/Å:
Ru 0.26 -3.63 2.68
C 0.48 -0.34 -0.44
N 0.18 0.87 0.70
C -0.26 0.61 -0.39
C -0.18 -0.18 0.61
C -0.05 -0.05 -0.06
C 0.16 0.10 0.02
C 0.04 -0.04 0.01
C 0.12 0.28 0.18
C -0.98 -0.43 -0.95
N 1.59 0.00 0.05
C -0.49 1.17 0.98
C -0.13 -0.05 -0.25
C 0.09 -0.05 0.08
C 0.10 -0.03 -0.22
C 0.02 0.06 0.05
C -0.45 -0.54 0.39
N -0.41 -1.18 -1.47
C 0.97 -0.06 0.29
C -0.23 0.65 -0.43
H -0.06 0.07 0.13
H -0.05 0.05 -0.05
H -0.07 0.05 0.05
H 0.02 -0.06 0.06
H -0.08 -0.05 0.05
H 0.13 -0.06 -0.05
H 0.05 -0.04 -0.14
H -0.05 -0.05 -0.09
H -0.10 -0.05 0.02
H -0.04 0.02 0.03
H -0.02 0.00 -0.02
H -0.05 -0.05 0.09
H 0.00 0.04 0.05
H 0.10 0.07 0.05
H -0.20 -0.06 -0.10
H -0.11 0.01 0.03
H -0.06 0.05 -0.08
H 0.00 -0.15 0.05
H 0.14 -0.04 0.02
H -0.06 -0.02 0.10
Cl 0.10 -0.30 0.09
C -0.38 0.42 -0.18
C 0.28 -0.20 0.16
C 0.58 0.69 0.98
Cl -0.49 0.39 -0.75
C 0.44 -1.62 -0.19
O -1.27 2.62 -1.42
C -0.37 0.06 -0.50
Cl 0.09 0.15 0.13
C -0.09 -0.05 -0.06
H 0.01 -0.06 -0.14
H 0.10 -0.05 0.08
C 0.16 0.01 0.12
C 0.12 -0.06 -0.25
C -0.21 -0.15 0.07
C -0.04 0.19 -0.03
C 0.09 0.18 0.10
C 0.09 -0.14 -0.26
C -0.38 -0.21 0.33
C 0.43 -0.37 -0.97
O 0.13 0.24 0.28
B -0.02 1.15 0.18
O -0.39 -0.65 0.02
C 0.69 0.92 0.14
C -0.23 -0.07 0.30
H 0.04 -0.03 -0.15
H -0.07 0.09 -0.05
H -0.10 -0.09 -0.04
H 0.05 0.00 -0.06
H 0.10 0.07 0.09
H 0.01 0.15 0.01
H 0.08 -0.06 -0.10
H -0.06 -0.12 -0.01
H 0.08 -0.05 0.08
H 0.10 0.07 -0.05
H 0.01 0.11 0.13
H -0.01 -0.16 -0.11

Its total charge is +1. As for the LUMO energy (alpha / beta): -0.2175 / -0.2066 hartree. As for the highest occupied orbital energy (alpha / beta): -10.01 / -10.24 eV.